{"formula": "C37H29BrO2PPdSSbSe2", "method": "ωB97M-V/def2-TZVPD", "elements": ["Pd", "Se", "P", "Se", "C", "C", "C", "C", "C", "C", "C", "C", "C", "C", "C", "C", "H", "H", "H", "H", "H", "H", "H", "H", "H", "H", "Br", "C", "C", "C", "C", "C", "C", "C", "O", "O", "H", "H", "H", "H", "S", "Sb", "C", "C", "C", "C", "C", "C", "C", "C", "C", "C", "C", "C", "C", "C", "C", "C", "C", "C", "H", "H", "H", "H", "H", "H", "H", "H", "H", "H", "H", "H", "H", "H", "H"], "positions_angstrom": [[0.182, 0.257, 1.637], [2.306, 0.803, 2.805], [1.480, 2.734, 2.151], [-0.702, 2.509, 1.937], [1.929, 4.057, 3.285], [3.181, 4.640, 3.057], [3.542, 5.731, 3.791], [2.874, 6.090, 4.996], [1.716, 5.416, 5.284], [1.203, 4.458, 4.395], [2.203, 3.228, 0.573], [3.034, 2.301, -0.048], [3.429, 2.459, -1.379], [3.091, 3.636, -2.053], [2.488, 4.660, -1.365], [1.952, 4.451, -0.093], [3.814, 4.246, 2.292], [4.513, 6.142, 3.592], [3.410, 6.688, 5.784], [1.128, 5.691, 6.111], [0.181, 4.025, 4.487], [3.384, 1.408, 0.473], [3.965, 1.675, -1.876], [3.254, 3.774, -3.111], [2.550, 5.661, -1.805], [1.240, 5.158, 0.328], [-8.818, -2.099, 1.394], [-6.929, -1.871, 1.427], [-6.171, -2.571, 0.470], [-4.811, -2.356, 0.321], [-4.170, -1.467, 1.214], [-4.877, -0.808, 2.232], [-6.264, -1.054, 2.419], [-2.661, -1.271, 1.024], [-2.056, -2.060, 0.098], [-2.031, -0.468, 1.776], [-6.764, -3.231, -0.211], [-4.197, -2.896, -0.364], [-4.260, -0.142, 2.963], [-6.838, -0.629, 3.285], [0.967, -1.926, 1.162], [-0.116, -2.150, -0.881], [1.898, -2.516, -1.832], [2.154, -1.848, -2.991], [3.495, -1.769, -3.451], [4.547, -2.352, -2.726], [4.225, -2.982, -1.534], [2.924, -3.111, -1.067], [-0.712, -0.160, -1.962], [0.086, 1.012, -1.994], [-0.434, 2.242, -2.385], [-1.721, 2.379, -2.865], [-2.541, 1.239, -2.851], [-2.054, 0.042, -2.297], [-0.847, -4.224, -0.910], [-0.887, -4.806, -2.141], [-1.382, -6.118, -2.193], [-1.763, -6.856, -1.057], [-1.556, -6.220, 0.181], [-1.242, -4.888, 0.235], [1.356, -1.183, -3.495], [3.660, -1.194, -4.342], [5.564, -2.228, -3.102], [5.070, -3.379, -1.000], [2.658, -3.747, -0.159], [1.168, 0.881, -1.714], [0.226, 3.101, -2.340], [-2.040, 3.352, -3.236], [-3.538, 1.276, -3.274], [-2.682, -0.819, -2.069], [-0.533, -4.360, -3.037], [-1.473, -6.599, -3.204], [-2.149, -7.846, -1.069], [-1.658, -6.804, 1.073], [-1.170, -4.411, 1.233]], "mulliken_charge": [0.477, -0.500, 1.156, -0.479, 0.434, -0.568, -0.614, -0.409, -0.601, -0.226, 0.765, -0.482, -0.543, -0.390, -0.738, -0.346, 0.514, 0.343, 0.317, 0.433, 0.281, 0.239, 0.456, 0.413, 0.324, 0.453, -0.190, 0.048, -0.549, -0.540, 0.395, -0.162, -0.407, -0.012, 0.098, -0.763, 0.334, 0.453, 0.237, 0.358, -0.381, 1.369, 0.574, -0.539, -0.368, -0.758, -0.492, -0.645, -0.327, 0.243, -0.052, -0.521, -0.791, -0.296, 0.561, -0.546, -0.449, -0.668, -0.556, -0.307, 0.249, 0.425, 0.385, 0.394, 0.322, 0.154, 0.171, 0.417, 0.371, 0.305, 0.434, 0.279, 0.434, 0.416, 0.180], "spin_multiplicity": 3, "s_squared": 2.0165, "homo_ev": [-4.65, -8.48], "orbital_gap_ha": [0.1062, 0.2036]}

---

{"formula": "C8H14N3", "method": "ωB97M-V/def2-TZVPD", "elements": ["C", "C", "C", "C", "C", "C", "C", "C", "N", "N", "N", "H", "H", "H", "H", "H", "H", "H", "H", "H", "H", "H", "H", "H", "H"], "positions_angstrom": [[2.796, 0.187, -0.960], [2.183, 1.135, 0.097], [2.081, -0.968, -0.325], [0.154, 0.036, 1.540], [-2.655, 1.180, -0.260], [-2.641, -1.039, -0.406], [1.077, 0.084, 0.260], [-0.427, 0.228, -0.017], [-3.008, 0.050, 0.552], [-1.345, 0.811, -0.896], [-1.260, -0.587, -0.890], [2.473, 0.461, -1.951], [3.848, 0.250, -1.037], [2.802, 1.111, 0.964], [2.081, 2.258, -0.092], [1.592, -1.624, -1.121], [2.534, -1.558, 0.566], [-0.056, -0.922, 2.013], [0.146, 1.007, 2.033], [-3.412, 1.283, -1.173], [-2.744, 2.112, 0.296], [-2.612, -2.073, 0.019], [-3.376, -0.987, -1.132], [-2.405, -0.157, 1.341], [-0.902, -1.088, -1.732]], "mulliken_charge": [-0.656, -0.734, -0.507, -0.996, -0.323, -0.541, 0.732, -0.177, -0.418, -0.298, 0.185, 0.237, 0.398, 0.308, 0.368, 0.263, 0.273, 0.467, 0.316, 0.298, 0.323, 0.330, 0.411, 0.342, 0.398], "spin_multiplicity": 3, "s_squared": 2.0081, "homo_ev": [-7.52, -14.21], "charge": 1, "orbital_gap_ha": [0.1762, 0.2368]}

---

{"formula": "C9H4N7O8", "method": "ωB97M-V/def2-TZVPD", "elements": ["O", "N", "O", "C", "C", "C", "N", "O", "O", "C", "C", "N", "O", "O", "N", "C", "H", "H", "N", "C", "N", "C", "N", "O", "O", "C", "H", "H"], "positions_angstrom": [[3.097, 3.861, 1.650], [1.862, 3.741, 1.572], [1.087, 4.725, 1.545], [1.236, 2.430, 1.497], [-0.159, 2.336, 1.462], [-0.799, 1.075, 1.328], [-2.231, 0.990, 1.510], [-2.881, 2.044, 1.687], [-2.769, -0.137, 1.491], [-0.066, -0.107, 1.079], [1.311, -0.011, 1.242], [2.291, -1.018, 1.333], [2.242, -2.235, 1.280], [3.514, -0.359, 1.560], [3.346, 1.005, 1.608], [2.009, 1.200, 1.434], [-0.765, 3.236, 1.552], [-0.530, -1.072, 0.925], [-0.634, -1.090, -1.148], [-0.379, -0.543, -2.385], [-0.764, -1.318, -3.432], [-1.303, -2.417, -2.819], [-1.834, -3.506, -3.565], [-2.315, -4.456, -2.908], [-1.800, -3.472, -4.798], [-1.236, -2.287, -1.412], [0.091, 0.426, -2.547], [-1.621, -3.042, -0.743]], "mulliken_charge": [-0.566, 0.907, -0.616, -0.555, -0.274, -0.284, 0.999, -0.637, -0.588, -0.271, 0.535, 0.856, -0.677, -0.194, -0.544, 0.876, 0.593, 0.426, -0.132, -0.432, -0.638, 0.106, 0.939, -0.632, -0.584, -0.482, 0.422, 0.446], "homo_ev": -5.35, "charge": -1, "orbital_gap_ha": 0.2019}

---

{"formula": "C22H39N2O4", "method": "ωB97M-V/def2-TZVPD", "elements": ["C", "N", "C", "C", "C", "O", "C", "O", "C", "C", "C", "C", "C", "C", "C", "C", "C", "C", "C", "O", "O", "C", "C", "N", "C", "C", "C", "C", "H", "H", "H", "H", "H", "H", "H", "H", "H", "H", "H", "H", "H", "H", "H", "H", "H", "H", "H", "H", "H", "H", "H", "H", "H", "H", "H", "H", "H", "H", "H", "H", "H", "H", "H", "H", "H", "H", "H"], "positions_angstrom": [[-4.703, -0.739, 1.362], [-3.937, -1.964, 1.348], [-4.756, -3.123, 1.060], [-2.709, -1.899, 0.610], [-2.845, -1.681, -0.919], [-1.559, -1.711, -1.536], [-0.854, -0.612, -1.620], [-1.271, 0.485, -1.253], [0.508, -0.851, -2.204], [1.588, -1.044, -1.105], [1.319, -2.306, -0.283], [2.396, -2.455, 0.794], [3.769, -2.566, 0.135], [4.037, -1.300, -0.674], [2.968, -1.152, -1.759], [4.017, -0.082, 0.253], [2.645, 0.030, 0.920], [2.594, 1.281, 1.838], [1.166, 1.568, 2.190], [0.490, 0.999, 2.998], [0.642, 2.533, 1.378], [-0.768, 2.693, 1.462], [-1.255, 3.642, 0.375], [-0.957, 3.148, -0.993], [-1.983, 3.577, -1.957], [0.379, 3.578, -1.437], [2.373, -1.242, 1.725], [1.580, 0.164, -0.171], [-5.194, -0.517, 0.403], [-5.475, -0.824, 2.125], [-4.050, 0.091, 1.629], [-5.267, -3.064, 0.088], [-4.136, -4.016, 1.081], [-5.513, -3.211, 1.837], [-2.166, -2.834, 0.769], [-2.108, -1.081, 1.024], [-3.329, -0.723, -1.131], [-3.405, -2.497, -1.374], [0.786, 0.005, -2.823], [0.468, -1.747, -2.822], [1.323, -3.181, -0.935], [0.338, -2.247, 0.192], [2.193, -3.358, 1.377], [3.801, -3.440, -0.518], [4.538, -2.691, 0.898], [5.020, -1.370, -1.151], [2.997, -2.016, -2.424], [3.170, -0.261, -2.358], [4.231, 0.822, -0.322], [4.792, -0.186, 1.013], [3.020, 2.141, 1.321], [3.157, 1.084, 2.749], [-1.038, 3.090, 2.447], [-1.243, 1.709, 1.358], [-2.335, 3.746, 0.490], [-0.792, 4.623, 0.500], [-0.971, 2.089, -0.996], [-2.950, 3.160, -1.685], [-1.724, 3.223, -2.952], [-2.052, 4.664, -1.975], [1.112, 3.324, -0.675], [0.388, 4.656, -1.596], [0.636, 3.082, -2.371], [3.137, -1.360, 2.495], [1.407, -1.169, 2.228], [1.763, 1.074, -0.748], [0.597, 0.236, 0.296]], "mulliken_charge": [-0.900, 0.034, -1.007, -0.598, -0.323, -0.303, 0.279, -0.831, -1.577, 2.189, -1.187, 0.564, -1.404, 0.554, -1.920, -1.850, 2.219, -1.418, 0.316, -0.581, -0.225, -0.138, -0.770, 1.023, -1.000, -0.975, -1.509, -1.746, 0.345, 0.355, 0.190, 0.367, 0.316, 0.363, 0.316, 0.104, 0.308, 0.304, 0.490, 0.576, 0.481, 0.168, 0.265, 0.521, 0.517, 0.245, 0.432, 0.486, 0.508, 0.427, 0.423, 0.563, 0.474, 0.077, 0.430, 0.289, -0.010, 0.335, 0.360, 0.410, 0.289, 0.398, 0.398, 0.498, 0.497, 0.390, 0.180], "smiles": "CN(C)CCOC(=O)C[C@@]12C[C@H]3C[C@@H](C1)C[C@](CC(=O)OCC[NH+](C)C)(C3)C2", "homo_ev": -10.81, "charge": 1, "orbital_gap_ha": 0.3163}

---

{"formula": "C3H7NO", "method": "ωB97M-V/def2-TZVPD", "elements": ["C", "C", "C", "N", "O", "H", "H", "H", "H", "H", "H", "H"], "positions_angstrom": [[0.115, 0.412, 0.527], [1.489, 0.946, 0.448], [-1.173, -1.277, -0.541], [-0.317, -0.897, 0.516], [-0.607, 0.129, 1.583], [-0.962, 1.641, -1.492], [1.911, 0.795, -0.466], [2.202, 0.459, 1.281], [1.561, 2.113, 0.450], [-1.549, -0.477, -1.181], [-0.722, -2.012, -1.086], [-1.947, -1.833, -0.039]], "mulliken_charge": [0.511, -1.008, -0.632, -0.240, -0.325, 0.002, 0.310, 0.267, 0.292, 0.259, 0.285, 0.280], "homo_ev": [-9.92, -8.00], "orbital_gap_ha": [0.3764, 0.2744]}

---

no.,DFT total energy (eV)
1,-273807.1372
2,-12974.6589
3,-36196.9249
4,-34613.2365
5,-6754.1241